# C4H8OS

The molecule C4H8OS (the ωB97M-V functional and the def2-TZVPD basis, the OMol25 dataset).

```
! RIJCOSX wB97M-V def2-TZVPD def2/J DEFGRID3
* xyz 0 1
C 0.0274 -0.7962 0.1983
H 1.2129 2.2110 -0.9800
H 2.1729 0.8471 -1.6718
H 0.6189 -0.7145 1.2238
H -1.1454 -1.6386 2.0700
S -1.3003 1.2781 0.4576
H -1.9961 -0.8311 -0.3339
C -1.4271 -0.5918 0.4824
H 0.3013 -1.7538 -0.2951
H 1.9866 1.2282 0.2800
C 0.2158 0.3999 -0.6739
O -1.8455 -1.2143 1.5990
C 1.5407 1.1976 -0.7573
H -0.3622 0.3785 -1.5991
*
```

Summary:
Orbital gap   9.41 eV
Molar mass   104.17 g/mol
Highest occupied orbital energy   -8.6 eV
Relative energy (zero: lowest compared OMol25 entry of this formula, charge and spin)   163.40 kJ/mol
DFT total energy   -17158.7566 eV

Löwdin population analysis, charges in e, atoms 1 to 8:
1. C -0.27
2. H 0.05
3. H 0.11
4. H 0.16
5. H 0.08
6. S 0.78
7. H 0.08
8. C -0.72

# C5H10N3S

The ion C5H10N3S with charge +1 (the ωB97M-V functional and the def2-TZVPD basis, the OMol25 dataset).

```
! RIJCOSX wB97M-V def2-TZVPD def2/J DEFGRID3
* xyz 1 1
C -0.1131 -1.8233 1.2302
H -1.6825 -0.1797 -1.2784
N 0.0068 0.4921 -0.1125
H 1.3205 1.5590 -1.3813
H -0.6098 -1.7122 2.2278
C 1.3466 1.1719 -0.3171
C 0.1453 -0.8684 0.2831
H -0.9263 2.1131 0.7595
H -0.1158 0.3621 -2.1418
H -0.3351 0.8303 1.8519
H -1.2634 1.5021 -1.4386
N 0.2223 -3.0756 0.9690
C -0.8489 0.5334 -1.3742
H 1.3673 1.9571 0.4155
H 2.2302 0.5003 -0.2531
S 0.9550 -3.2973 -0.4351
C -0.8251 1.1291 1.0172
H -1.7145 0.6033 0.9288
N 0.8406 -1.7974 -0.9508
*
```

Summary:
Orbital gap (alpha / beta)   9.54 / 9.54 eV
Molar mass   144.22 g/mol
Highest occupied orbital energy (alpha / beta)   -13.9 / -13.9 eV
Relative energy (zero: lowest compared OMol25 entry of this formula, charge and spin)   330.53 kJ/mol
DFT total energy   -20642.4400 eV

Löwdin population analysis, charges in e, atoms 1 to 8:
1. C -0.23
2. H 0.13
3. N -0.32
4. H 0.13
5. H 0.15
6. C 0.05
7. C -0.20
8. H 0.10

# C7H11N

The molecule C7H11N (the ωB97M-V functional and the def2-TZVPD basis, the OMol25 dataset).

```
! RIJCOSX wB97M-V def2-TZVPD def2/J DEFGRID3
* xyz 0 1
C 0.1989 0.6046 -0.2928
H 1.5148 -2.3012 1.1033
C -0.7990 1.4931 -0.0483
C -1.9040 1.2003 0.8527
H 0.7765 1.5579 -2.1186
H -0.9736 2.2711 -0.7818
C 0.3253 -0.5856 0.5822
C 1.0116 0.6599 -1.5517
H 1.6435 -1.8463 -0.5923
C 1.5609 -1.4559 0.4197
H -1.6255 1.2242 1.9055
H -2.7889 1.8034 0.6819
H 2.0801 0.6597 -1.3331
H 0.2104 -0.2896 1.6295
N -1.4874 -2.4000 -0.0483
H 2.4506 -0.8727 0.6565
H 0.8058 -0.2046 -2.1862
C -1.0048 -1.4362 0.3782
H -1.9950 -0.0818 0.7437
*
```

Summary:
Orbital gap   10.00 eV
Molar mass   109.17 g/mol
Highest occupied orbital energy   -9.1 eV
Relative energy (zero: lowest compared OMol25 entry of this formula, charge and spin)   230.33 kJ/mol
DFT total energy   -8925.3414 eV

Löwdin population analysis, charges in e, atoms 1 to 8:
1. C -0.30
2. H 0.09
3. C -0.13
4. C -0.09
5. H 0.08
6. H 0.10
7. C -0.30
8. C -0.05

# C4H12N2S

The molecule C4H12N2S (the ωB97M-V functional and the def2-TZVPD basis, the OMol25 dataset).

```
! RIJCOSX wB97M-V def2-TZVPD def2/J DEFGRID3
* xyz 0 1
N 2.5228 0.4754 -1.3892
N 2.0297 -0.3292 1.0935
H -2.3563 -1.7135 -0.2231
S -2.3001 0.7166 0.4315
H 2.7041 -0.3236 -2.0047
H 0.4448 1.1011 0.9691
H 2.9200 1.3642 -1.6361
H 0.4259 1.1920 -1.4461
C -1.5423 -0.7883 -0.2123
H 0.0798 -1.9704 0.0606
H -0.5596 -1.2742 1.5813
C 1.1175 0.3493 -1.0292
H 2.3180 -1.2991 0.7322
C -0.2411 -1.1007 0.5738
H 2.8786 0.2797 0.8257
H -1.4303 -0.6918 -1.3459
H -3.5817 0.2320 0.6971
H 0.5865 -0.4683 -1.6036
C 0.7499 0.0535 0.4277
*
```

Summary:
Orbital gap   9.57 eV
Molar mass   120.22 g/mol
Highest occupied orbital energy   -8.8 eV
Relative energy (zero: lowest compared OMol25 entry of this formula, charge and spin)   171.67 kJ/mol
DFT total energy   -18156.2394 eV

Löwdin population analysis, charges in e, atoms 1 to 8:
1. N -0.01
2. N -0.04
3. H 0.13
4. S 0.67
5. H 0.08
6. H 0.16
7. H 0.07
8. H 0.13

# C4H11N3O3

A cluster of 2 separate species, C4H11N3O3 in total (the ωB97M-V functional and the def2-TZVPD basis, the OMol25 dataset).

```
! RIJCOSX wB97M-V def2-TZVPD def2/J DEFGRID3
* xyz 0 1
O -0.7156 0.0420 2.0512
C 1.0567 -0.1955 -0.3153
N 1.6199 2.2447 0.3984
C -1.1855 -0.1304 -0.1694
H -1.4239 0.0205 -2.2895
C -1.7518 0.5450 -1.3917
N -1.6724 -1.4029 0.0680
H 1.8539 2.2155 -0.5986
H -1.7365 -2.0100 -0.7326
H -1.3647 -1.8329 0.9264
O 1.6319 0.9624 0.8852
H -1.3888 1.5662 -1.4582
H -2.8402 0.5234 -1.3578
O 1.1825 0.2166 -1.4342
C 1.6267 -1.4374 0.3018
H 0.0165 0.5676 2.4269
H 2.6874 -1.2861 0.4832
H 1.4906 -2.2865 -0.3679
H 1.1491 -1.6168 1.2618
H 0.6620 2.6005 0.4780
N -0.8978 0.6940 0.8342
*
```

Summary:
Orbital gap (alpha / beta)   8.40 / 8.40 eV
Molar mass   149.15 g/mol
Highest occupied orbital energy (alpha / beta)   -8.3 / -8.3 eV
Relative energy (zero: lowest compared OMol25 entry of this formula, charge and spin)   450.65 kJ/mol
DFT total energy   -14934.4780 eV

Löwdin population analysis, charges in e, atoms 1 to 8:
1. O -0.05
2. C -0.36
3. N -0.04
4. C -0.49
5. H 0.08
6. C -0.02
7. N 0.15
8. H 0.07

# C6H8

The molecule C6H8 (the ωB97M-V functional and the def2-TZVPD basis, the OMol25 dataset).

```
! RIJCOSX wB97M-V def2-TZVPD def2/J DEFGRID3
* xyz 0 1
H 1.4430 1.8765 1.3981
H -2.2583 1.3273 0.7289
H 0.7959 -1.7930 -0.3177
H 1.9838 -1.5245 0.9843
C 1.9454 1.1001 0.9150
C -1.5704 1.0835 -0.1327
C 0.9660 0.1459 0.2878
H -1.5392 -0.7808 -1.6994
H -2.1541 -0.9604 0.0152
C -1.5228 -0.3916 -0.6919
C -0.4116 0.1852 0.0543
C 1.5443 -1.1596 0.0079
H 2.3637 -0.9407 -0.6135
H -1.5857 1.8321 -0.9364
*
```

Summary:
Orbital gap (alpha / beta)   7.78 / 7.55 eV
Molar mass   80.13 g/mol
Highest occupied orbital energy (alpha / beta)   -8.7 / -8.4 eV
Relative energy (zero: lowest compared OMol25 entry of this formula, charge and spin)   548.96 kJ/mol
DFT total energy   -6345.0943 eV

Löwdin population analysis, charges in e, atoms 1 to 8:
1. H -0.04
2. H 0.12
3. H 0.05
4. H 0.11
5. C 0.20
6. C -0.08
7. C -0.35
8. H 0.11